1.
{"formula": "C4H6O3S", "method": "ωB97M-V with the def2-TZVPD basis set", "de_lowest_kcal_mol": 101.6, "e_homo_ev": [-9.28, -9.28], "total_energy_ha": -779.768408, "total_charge": 0, "e_lumo_ev": [0.239, 0.240], "symbols": ["C", "C", "C", "C", "O", "O", "O", "S", "H", "H", "H", "H", "H", "H"], "xyz": [[-1.49057, -0.40861, 0.21298], [0.12620, 1.04403, 0.23539], [-0.89002, -1.78555, 0.29248], [2.39388, 1.16335, -0.36696], [-0.04380, 2.21579, 0.41101], [-3.97166, -0.68384, -0.25944], [1.17466, 0.42243, -0.12164], [-2.87099, 0.34579, -0.03749], [-1.60582, -2.39171, -0.24872], [0.01669, -1.90024, -0.17325], [-0.60232, -1.93290, 1.28715], [2.04774, 1.93484, -0.96000], [3.00101, 0.52353, -0.80870], [2.71499, 1.45309, 0.53719]]}



2.
{"formula": "C8H21LiNO5", "method": "ωB97M-V with the def2-TZVPD basis set", "de_lowest_kcal_mol": 3.2, "e_homo_ev": -0.86, "total_energy_ha": -755.793281, "total_charge": -1, "e_lumo_ev": 2.106, "symbols": ["Li", "O", "C", "C", "O", "H", "H", "H", "H", "C", "O", "C", "C", "N", "C", "C", "O", "C", "H", "H", "H", "H", "H", "H", "H", "H", "H", "H", "H", "H", "H", "H", "H", "O", "H", "H"], "xyz": [[1.47819, 0.06314, 0.78557], [1.61695, 0.30423, 2.82416], [0.46081, 0.05090, 3.53847], [0.23956, 0.91443, 4.81199], [0.18545, 2.29437, 4.64539], [0.34563, -1.04807, 3.67893], [-0.49946, 0.22545, 2.97907], [1.14099, 0.73158, 5.43775], [-0.60347, 0.58324, 5.44990], [-2.32819, 0.47526, -3.70839], [-1.56465, 0.25231, -2.51769], [-2.25735, 0.40528, -1.30090], [-1.30056, 0.68980, -0.14357], [-0.51088, -0.41105, 0.47205], [-0.38668, -1.64313, -0.31370], [0.61575, -1.62123, -1.46974], [1.84682, -1.23603, -0.84630], [2.91861, -0.97252, -1.72226], [-2.62911, -0.53875, -3.99662], [-1.60485, 0.84381, -4.43403], [-3.18578, 1.13634, -3.58749], [-2.85149, -0.48089, -1.02920], [-2.93797, 1.25278, -1.44969], [-1.90231, 1.08402, 0.68274], [-0.69494, 1.58138, -0.32953], [-1.09827, -0.69121, 1.25024], [-1.37781, -1.98084, -0.64323], [-0.03019, -2.37756, 0.41341], [0.33045, -1.01800, -2.32912], [0.79268, -2.66749, -1.74850], [3.65275, -1.78664, -1.68278], [3.41930, -0.04901, -1.43396], [2.63875, -0.94848, -2.77975], [2.10275, 1.81132, 0.15169], [2.12921, 2.39512, 0.93026], [1.84931, 2.37616, -0.58519]]}



3.
{"formula": "C11H19FeN2S", "method": "ωB97M-V with the def2-TZVPD basis set", "de_lowest_kcal_mol": 0.0, "e_homo_ev": [-10.99, -12.10], "total_energy_ha": -2201.743142, "s2": 6.01, "total_charge": 1, "spin_multiplicity": 5, "e_lumo_ev": [-2.293, -2.745], "symbols": ["Fe", "C", "C", "C", "C", "C", "H", "H", "H", "H", "H", "C", "C", "N", "C", "C", "S", "C", "C", "N", "H", "H", "H", "H", "H", "H", "H", "H", "H", "H", "H", "H", "H", "H"], "xyz": [[0.26651, -0.77504, -0.60864], [0.48528, -2.26849, -2.26795], [-0.71018, -2.55586, -1.56071], [-0.35904, -2.91226, -0.23342], [1.04975, -2.83569, -0.12223], [1.57003, -2.43832, -1.37812], [0.55981, -2.04092, -3.32009], [-1.69861, -2.60598, -1.99193], [-1.03664, -3.27703, 0.52352], [1.63489, -3.13291, 0.73510], [2.61511, -2.36595, -1.63786], [-0.53510, 0.02614, 2.12890], [-1.61743, 0.76447, 1.34284], [-1.61261, 0.35816, -0.07606], [-1.73007, 1.46626, -1.03779], [-0.49805, 2.36643, -1.07834], [1.04588, 1.43534, -1.41420], [2.06150, 1.72883, 0.07918], [1.39289, 1.40466, 1.41179], [0.75933, 0.07493, 1.42795], [-0.47341, 0.44633, 3.13808], [-0.81323, -1.02508, 2.21168], [-2.57946, 0.55741, 1.81301], [-1.46733, 1.84271, 1.40501], [-2.37712, -0.28442, -0.24518], [-1.86769, 1.02335, -2.02563], [-2.60168, 2.09546, -0.82778], [-0.61223, 3.07496, -1.89620], [-0.35406, 2.93552, -0.16172], [2.93166, 1.09262, -0.08893], [2.39013, 2.76707, 0.06415], [2.15677, 1.48856, 2.18804], [0.64007, 2.15950, 1.63736], [1.38432, -0.59076, 1.86619]]}



4.
{"formula": "C28H40AsN6O2RhSSe", "method": "ωB97M-V with the def2-TZVPD basis set", "e_homo_ev": [-12.79, -12.79], "total_energy_ha": -6715.426704, "total_charge": 2, "e_lumo_ev": [-7.123, -7.114], "symbols": ["Rh", "N", "C", "C", "C", "C", "C", "C", "S", "O", "O", "N", "C", "N", "C", "C", "C", "N", "H", "H", "H", "H", "H", "H", "H", "H", "H", "C", "C", "C", "C", "N", "C", "Se", "N", "C", "C", "C", "C", "C", "C", "C", "C", "C", "C", "H", "H", "H", "H", "H", "H", "H", "H", "H", "H", "H", "H", "H", "H", "H", "H", "H", "H", "H", "H", "H", "H", "C", "As", "C", "C", "H", "H", "H", "H", "H", "H", "H", "H", "H"], "xyz": [[0.88622, 0.06563, 1.22846], [6.91411, -5.70849, 0.81429], [5.98676, -4.73479, 0.75204], [6.14261, -3.54802, 1.49946], [5.19687, -2.55915, 1.43753], [4.07478, -2.72872, 0.61795], [3.90131, -3.89887, -0.13360], [4.84429, -4.88780, -0.06455], [2.88015, -1.52635, 0.55265], [3.33072, -0.23198, 1.09756], [2.24654, -1.44750, -0.74272], [1.58354, -1.86519, 1.54767], [1.75937, -1.57551, 2.89860], [2.48319, -2.23657, 3.77067], [2.42294, -1.77439, 5.01904], [1.67673, -0.65516, 5.39285], [1.00448, 0.02478, 4.40266], [1.05309, -0.45856, 3.15854], [7.74148, -5.60390, 1.37337], [6.82243, -6.54893, 0.27260], [7.02016, -3.42076, 2.11960], [5.32083, -1.64707, 2.00548], [3.03345, -4.01380, -0.76891], [4.72225, -5.79302, -0.64460], [2.99938, -2.31882, 5.75741], [1.63747, -0.32552, 6.41990], [0.42538, 0.92157, 4.57860], [-2.25153, -3.13586, -3.18307], [-1.79966, -1.99236, -2.28397], [-0.73462, -1.13178, -2.95101], [-0.21031, -0.01107, -2.06415], [-1.25128, 0.95440, -1.68361], [-1.83660, 1.10675, -0.48555], [-1.47531, 0.08438, 1.07031], [-2.81110, 2.02691, -0.57915], [-3.74104, 2.47601, 0.47016], [-5.19170, 2.05269, 0.25263], [-5.52364, 0.59373, 0.56088], [-4.97914, -0.42007, -0.44057], [-2.84093, 2.50723, -1.88441], [-3.62036, 3.49256, -2.48718], [-3.35679, 3.75712, -3.81396], [-2.35174, 3.07300, -4.52018], [-1.57709, 2.10238, -3.92212], [-1.84897, 1.83042, -2.58292], [-3.01876, -3.73837, -2.69890], [-1.41680, -3.79336, -3.42974], [-2.66586, -2.75807, -4.11921], [-1.40670, -2.38793, -1.34187], [-2.66393, -1.37252, -2.02782], [-1.11927, -0.72071, -3.88816], [0.12945, -1.74652, -3.21515], [0.58516, 0.54864, -2.55668], [0.20236, -0.43927, -1.14965], [-3.66752, 3.56500, 0.49533], [-3.36788, 2.08896, 1.41761], [-5.49733, 2.29195, -0.76936], [-5.78571, 2.69648, 0.90490], [-6.61097, 0.50889, 0.58434], [-5.18341, 0.34761, 1.57173], [-5.18907, -0.11256, -1.46819], [-5.43852, -1.39638, -0.28988], [-3.90252, -0.56782, -0.34504], [-4.39038, 4.02697, -1.94899], [-3.93601, 4.51191, -4.32741], [-2.18385, 3.31719, -5.55993], [-0.80352, 1.58222, -4.46940], [2.68145, 2.85999, 2.09306], [1.05595, 2.47672, 1.12551], [1.37624, 3.23304, -0.62373], [-0.26198, 3.63018, 1.93585], [2.83392, 3.93819, 2.12547], [3.51477, 2.37494, 1.58900], [2.60496, 2.47184, 3.10735], [0.43564, 3.38165, -1.15014], [2.02182, 2.56911, -1.19551], [1.87272, 4.19446, -0.49659], [-0.09470, 4.65483, 1.60622], [-0.15719, 3.58137, 3.01863], [-1.26124, 3.31184, 1.66168]]}



5.
{"formula": "C11H17BCl3NO", "method": "ωB97M-V with the def2-TZVPD basis set", "de_lowest_kcal_mol": 7.6, "e_homo_ev": -9.23, "total_energy_ha": -1964.888850, "total_charge": 0, "e_lumo_ev": -2.557, "symbols": ["Cl", "B", "Cl", "Cl", "O", "C", "C", "C", "C", "C", "C", "C", "H", "H", "H", "H", "H", "H", "C", "C", "C", "C", "N", "H", "H", "H", "H", "H", "H", "H", "H", "H", "H", "H"], "xyz": [[-3.08149, -0.30460, 2.83321], [-1.88335, -1.41433, 1.95416], [-2.00567, -3.12625, 2.64743], [-2.27021, -1.43291, 0.14421], [-0.52703, -0.92100, 2.14084], [0.45563, -1.62216, 1.56894], [1.79411, -1.22407, 1.69167], [2.88224, -1.92218, 1.11605], [4.16684, -1.47093, 1.30355], [4.41546, -0.33021, 2.05535], [3.36219, 0.36610, 2.62669], [2.07496, -0.06921, 2.44935], [0.18708, -2.50812, 1.01413], [2.69959, -2.81409, 0.54045], [4.99538, -2.00575, 0.87071], [5.42581, 0.01507, 2.20058], [3.55262, 1.24643, 3.21658], [1.24782, 0.45340, 2.89705], [-1.32909, -0.80236, -6.30750], [-0.82213, -1.34802, -4.98050], [-0.36736, -0.25413, -4.00740], [0.14447, -0.79838, -2.67448], [0.58405, 0.24202, -1.75545], [-1.65015, -1.60135, -6.97985], [-2.18138, -0.13518, -6.16624], [-0.55660, -0.23194, -6.82649], [-1.60612, -1.95188, -4.50366], [0.00856, -2.04478, -5.15834], [0.41667, 0.35335, -4.47448], [-1.19435, 0.44137, -3.82181], [-0.63064, -1.41733, -2.20433], [0.98978, -1.47202, -2.85555], [-0.16541, 0.89939, -1.58381], [0.82568, -0.14094, -0.84783]]}



6.
{"formula": "C3H5IrO3", "method": "ωB97M-V with the def2-TZVPD basis set", "de_lowest_kcal_mol": 55.4, "e_homo_ev": [-23.87, -28.12], "total_energy_ha": -445.578711, "s2": 8.76, "total_charge": 3, "spin_multiplicity": 6, "e_lumo_ev": [-17.333, -19.604], "symbols": ["H", "O", "C", "C", "O", "O", "C", "H", "H", "H", "H", "Ir"], "xyz": [[-0.26882, -1.92012, 0.63980], [2.04306, -1.34981, -0.34177], [0.93325, -0.87471, -0.62534], [-1.23434, 0.18740, 0.56327], [0.87468, 0.47418, -0.51469], [-0.32591, -1.38027, -0.16551], [-0.45685, 1.08043, -0.35145], [-0.92216, 0.20126, 1.60997], [-2.28119, 0.00979, 0.31469], [-0.26238, 2.07019, 0.07318], [-0.89097, 1.12084, -1.35590], [2.79164, 0.38082, 0.15374]]}



7.
{"formula": "C17H35O13Tl", "method": "ωB97M-V with the def2-TZVPD basis set", "de_lowest_kcal_mol": 61.2, "e_homo_ev": -15.06, "total_energy_ha": -1818.487562, "total_charge": 2, "e_lumo_ev": -11.491, "symbols": ["Tl", "C", "O", "H", "H", "H", "C", "C", "O", "C", "O", "O", "C", "H", "H", "H", "H", "H", "H", "H", "H", "C", "C", "O", "C", "O", "O", "C", "H", "H", "H", "H", "H", "H", "H", "H", "C", "C", "O", "C", "O", "O", "C", "H", "H", "H", "H", "H", "H", "H", "H", "C", "C", "O", "C", "O", "O", "C", "H", "H", "H", "H", "H", "H", "H", "H"], "xyz": [[2.45128, 1.12065, -3.05586], [0.56851, 0.39766, 0.59911], [1.16899, 0.31071, -0.47928], [1.30336, 0.91068, 1.33629], [-0.27029, 1.12108, 0.68884], [0.38011, -0.62417, 1.08205], [2.57550, 4.08424, 2.38190], [2.93885, 3.51407, 1.02516], [3.81899, 2.41857, 1.27516], [4.40648, 1.82620, 0.23482], [4.02285, 1.96888, -0.92167], [5.39027, 1.09616, 0.68014], [6.19730, 0.41627, -0.26776], [3.49925, 4.14065, 2.96593], [1.89695, 3.46021, 2.96700], [2.21150, 5.10901, 2.37295], [3.52548, 4.27446, 0.51319], [2.04250, 3.19914, 0.48859], [5.99160, 0.67683, -1.30274], [6.14748, -0.65961, -0.13455], [7.21794, 0.74362, -0.07067], [-7.31763, 1.28430, -1.09059], [-6.74597, 1.63968, 0.27088], [-5.32483, 1.72224, 0.17828], [-4.61141, 0.78682, 0.77297], [-5.01785, -0.20497, 1.29396], [-3.29686, 1.05020, 0.72428], [-2.80069, 2.28537, 0.22481], [-6.96773, 2.03835, -1.79992], [-8.40219, 1.29193, -1.08072], [-6.89057, 0.33959, -1.42689], [-7.12767, 0.96415, 1.03357], [-7.14177, 2.61429, 0.56022], [-3.44829, 3.15443, 0.23521], [-2.53928, 2.09491, -0.82685], [-1.85152, 2.57466, 0.68381], [-2.94994, -0.26630, 2.48109], [-2.14393, -1.03972, 1.47430], [-2.96632, -1.42332, 0.43813], [-2.41644, -2.01227, -0.64191], [-1.24135, -2.20339, -0.81570], [-3.39106, -2.36829, -1.41134], [-3.05792, -3.14532, -2.56453], [-2.22698, 0.11102, 3.21448], [-3.68937, -0.89376, 2.97044], [-3.40135, 0.62213, 2.03688], [-1.61726, -1.88547, 1.94990], [-1.25984, -0.46939, 1.03526], [-2.27905, -3.88392, -2.36461], [-2.75839, -2.49152, -3.37895], [-3.91530, -3.75482, -2.83452], [1.85490, -2.31673, 1.18640], [1.90342, -2.80773, -0.23856], [3.21815, -3.30091, -0.58889], [3.88782, -2.57861, -1.45567], [3.55699, -1.44849, -1.74622], [4.85987, -3.28388, -1.96400], [5.75048, -2.61591, -2.84214], [1.92223, -3.07468, 1.96174], [0.88455, -1.83002, 1.32436], [2.64890, -1.57294, 1.29702], [1.45602, -2.05992, -0.89325], [1.31072, -3.70835, -0.43302], [6.45759, -1.94532, -2.35671], [5.24240, -2.10665, -3.65996], [6.35980, -3.38678, -3.31163]]}